# 1
The following is a quantum chemistry calculation of a molecular structure, C29H32EuN3O12 at a distorted geometry, from OMol25.

XYZ file:
```
77
Properties=species:S:1:pos:R:3:forces:R:3
C 4.132393 4.811935 -2.648394 -0.5858 1.4417 -0.0747
C 2.866499 4.306254 -1.902949 -0.2383 0.1274 -0.9648
C 5.214995 3.727011 -2.534517 -0.2925 0.0888 0.2306
C 4.678371 2.622118 -1.557486 0.0712 0.8743 0.9354
H 6.124590 4.193436 -2.150742 -0.0989 -0.1055 -0.0650
H 5.451579 3.315699 -3.523038 -0.1078 -0.0113 0.2817
C 3.393429 3.437006 -0.799408 0.7419 0.2032 0.2253
H 2.279759 3.739211 -2.638991 -0.0149 0.0727 0.2920
H 2.255508 5.149541 -1.540125 0.2043 -0.4233 -0.1436
C 2.348671 3.147975 0.372842 -0.7987 -0.8422 0.9494
H 4.050727 4.121324 -0.231609 -0.1137 -0.0379 0.1056
H 5.398762 2.518312 -0.725695 -0.2245 0.0250 -0.2886
C 4.709394 1.349998 -2.289282 -1.3839 -0.1202 0.8244
C 3.764910 5.194657 -4.076263 -1.4495 -1.6950 -0.9765
C 4.646508 6.153347 -2.115566 1.4125 -0.0966 1.0034
O 5.827433 6.451161 -2.028746 -1.1376 -0.2842 -0.0707
O 2.998932 4.539551 -4.776263 1.3399 1.1334 0.7549
O 4.337647 6.337223 -4.485164 -0.0918 -0.1105 -0.4631
O 3.674469 7.004031 -1.746394 0.3962 0.1915 -0.2055
C 4.194458 8.302207 -1.416104 -0.1376 0.0038 0.0526
H 3.322253 8.912150 -1.184383 0.1030 -0.0445 0.0184
H 4.744527 8.715679 -2.270571 -0.1264 -0.0979 0.2167
H 4.869312 8.228662 -0.556039 -0.1734 0.0787 -0.1991
C 4.016396 6.726843 -5.825051 -0.0605 0.0425 -0.1409
H 4.323173 5.950133 -6.537468 -0.1307 0.1947 0.2159
H 4.576125 7.646003 -5.997901 -0.0517 -0.1043 -0.0030
H 2.939834 6.913955 -5.927707 0.2759 -0.1270 0.0388
O 1.252324 2.254958 0.330517 2.5291 0.4942 -1.6408
H 1.881374 4.141499 0.618227 0.7463 -0.3183 -0.4308
H 2.933391 2.876972 1.283959 0.0187 0.2029 -0.4850
C 5.205945 0.136616 -1.605408 0.1038 -0.3869 0.2544
C 4.062581 1.153798 -3.600339 -0.1997 -0.3662 -0.7246
H 4.838625 0.801442 -4.308047 -0.3452 0.0690 -0.1223
H 3.551173 2.023363 -4.038304 0.3206 -0.0965 0.2446
H 3.311357 0.343303 -3.550311 0.2144 0.1951 0.0036
H 4.594814 -0.741050 -1.860783 0.2645 0.0622 -0.0008
H 5.193142 0.229921 -0.508220 0.0892 0.0594 -0.3143
H 6.248748 -0.045430 -1.920445 -0.1224 -0.2906 0.1611
Eu 0.531348 0.286725 0.222033 -2.2835 -1.2226 -0.0934
C 0.076763 0.294794 3.424436 -0.0163 0.6425 -0.4308
C 0.941729 1.427284 3.501264 -0.7983 0.2991 -0.5380
C 0.240966 2.545377 2.954045 -0.5996 -0.5086 0.6432
H 1.943756 1.441295 3.929220 -0.1913 -0.0078 -0.1181
C -1.060111 2.111595 2.559177 0.9601 -0.1332 0.2947
C -1.160417 0.716448 2.841007 0.7244 0.2183 -0.1879
H -2.033061 0.091125 2.672040 0.2402 0.2029 0.0628
H 0.305669 -0.703558 3.777999 -0.0376 0.2626 -0.1210
H 0.615282 3.564626 2.884464 -0.0073 -0.2094 -0.1078
H -1.844811 2.741902 2.142729 0.1982 -0.1575 0.0161
C -0.778144 -0.550937 -2.496636 -0.6699 0.6375 0.1993
C -1.808259 -0.560105 -1.512270 0.5577 0.4136 -0.3124
C -1.943640 0.767009 -0.992892 0.7038 0.1019 -0.3508
H -2.428336 -1.416012 -1.242645 0.3119 0.2243 0.0180
C -0.993362 1.600944 -1.677798 -0.3394 -0.4182 0.0929
C -0.277636 0.781680 -2.606710 -0.2657 -0.2267 0.6386
H 0.488907 1.120009 -3.310514 -0.2590 -0.1098 0.3252
H -0.486630 -1.392000 -3.125457 0.0816 0.1874 0.4340
H -2.662504 1.092287 -0.238034 0.3035 -0.0981 -0.2539
H -0.857932 2.674074 -1.524170 -0.0160 -0.4620 -0.0111
O -4.067087 -6.336361 0.839906 0.9548 0.0690 -1.1182
N -3.150007 -6.081036 0.026617 -0.3175 -0.4159 -0.0876
O -3.026299 -6.679051 -1.059661 -0.1216 0.7165 1.3163
C -2.203572 -5.040687 0.373817 -0.2296 0.1496 0.5354
C -2.403812 -4.385813 1.590615 -0.4531 -0.5736 0.5053
C -1.544999 -3.389466 1.982811 0.0947 0.0570 -0.3135
C -0.620655 -2.819247 1.076647 0.5359 1.0190 -0.3324
O -0.140526 -1.667529 1.349303 0.1299 -0.6828 -0.1844
C -0.385528 -3.544098 -0.159120 0.7641 0.7319 -0.8711
C -1.158061 -4.660408 -0.478739 0.0223 -0.1421 -0.3845
N 0.560285 -3.047533 -1.141845 -1.8845 -0.7135 2.2356
O 0.718212 -3.729303 -2.168825 0.3454 -0.5599 -1.1477
O 1.183402 -1.937594 -0.971057 0.9256 1.1557 0.5356
N -1.726347 -2.631416 3.241725 -0.2142 0.6980 0.5375
O -2.789941 -2.000785 3.360410 1.4032 -1.1846 0.2119
O -0.800152 -2.619937 4.067002 -1.7031 -0.3471 -1.2510
H -3.230728 -4.698498 2.221321 0.1732 0.1051 -0.0773
H -1.005060 -5.189176 -1.415119 0.0314 0.2800 0.1955
```
Forces are in eV/Å.

Values from the calculation:
net charge = -2
spin multiplicity = 7

=====

# 2
The following is a quantum chemistry calculation of a molecular structure, C40H42IrN7OS at a distorted geometry, from OMol25.

XYZ file:
```
92
Properties=species:S:1:pos:R:3:forces:R:3
Ir 0.845978 -0.393080 -0.130834 -0.4031 -0.0546 -0.1495
C -0.811522 -5.423380 -4.791434 0.0711 -0.1491 -0.1496
C -0.805022 -4.572380 -3.571534 -0.0458 0.1996 0.3559
C -0.907822 -5.113280 -2.286634 0.0152 0.0350 -0.2641
C -0.810422 -4.317580 -1.173834 0.0616 0.2197 0.0543
C -0.616622 -2.918180 -1.253934 -0.1848 -0.5291 -0.5904
N -0.483322 -2.174780 -0.118134 0.7987 1.0003 0.0752
C -1.163022 -2.506180 1.014866 -0.4585 -0.2907 0.5469
C -2.437222 -3.119080 0.939866 0.1755 0.0979 -0.0494
C -3.160322 -3.455880 2.056066 0.0323 0.0268 0.2457
C -2.673322 -3.192180 3.339866 0.1909 0.0272 -0.3572
C -3.472322 -3.480980 4.560966 -0.1588 0.0169 0.1442
C -1.427622 -2.578880 3.437366 0.0348 0.0059 -0.1905
C -0.680422 -2.230580 2.322266 -0.6508 -0.0548 -0.1636
N 0.561478 -1.614080 2.581866 0.5206 -0.3460 0.4358
C 1.423978 -1.979480 3.553366 0.2698 0.2124 -0.1391
C 2.359978 -0.977880 3.677066 -0.1267 0.0970 -0.0892
C 1.979278 -0.013980 2.742466 -0.0676 -0.3285 0.3220
N 0.894378 -0.410780 2.081366 -0.1797 0.4814 -0.4858
C -0.518922 -2.374280 -2.562134 0.1484 -0.6468 0.1989
C -0.620222 -3.196880 -3.674134 0.0214 0.0139 0.1939
N -0.331822 -1.000580 -2.829434 -0.5900 0.3514 -0.4029
C -0.951922 -0.312380 -3.810634 0.1132 0.3596 0.1107
C -0.310522 0.898820 -3.940334 0.1337 -0.1155 0.0464
C 0.716778 0.861820 -2.995234 -0.2841 -0.0582 -0.3196
N 0.690178 -0.287080 -2.328834 0.4969 -0.0241 0.6019
H -1.378322 -6.337780 -4.638534 -0.0751 -0.0284 -0.0290
H 0.211678 -5.714880 -5.038034 0.0229 -0.0247 -0.0163
H -1.207922 -4.885980 -5.649934 -0.0669 -0.0293 -0.0336
H -1.049822 -6.175980 -2.168434 0.0302 -0.1466 0.0269
H -0.837722 -4.766380 -0.193034 0.0012 -0.0593 0.0582
H -2.855922 -3.296280 -0.038534 -0.0561 -0.0025 -0.0669
H -4.126622 -3.922480 1.943366 -0.1364 -0.0195 -0.0373
H -4.154722 -4.311780 4.402366 -0.0058 -0.0738 0.0312
H -4.077822 -2.609180 4.817266 -0.0337 0.0175 0.0226
H -2.833522 -3.691880 5.415566 -0.0013 -0.0643 0.0310
H -1.029522 -2.349480 4.415966 0.0092 0.0629 0.0539
H 1.334578 -2.915980 4.066566 -0.1167 -0.1597 0.0901
H 3.195878 -0.940180 4.343266 0.1383 -0.0309 0.1934
H 2.427778 0.940120 2.541266 0.0682 0.1193 -0.1902
H -0.526922 -2.753980 -4.655734 0.0527 0.0418 -0.0505
H -1.801722 -0.707080 -4.329934 -0.1221 -0.1758 -0.0990
H -0.536322 1.689820 -4.625634 -0.0727 0.1167 -0.1587
H 1.470478 1.599020 -2.796034 0.0808 0.1141 0.2009
N 2.877778 -1.055380 -0.084634 0.3076 -0.0308 -0.0751
C 4.038878 -0.977280 -0.091434 -1.1698 -0.2416 -0.0420
N 5.311278 -0.911680 -0.131134 0.4907 -0.0548 -0.1833
C 6.162778 -1.838380 0.598366 0.3649 -0.3634 0.6511
C 6.912278 -1.076180 1.689666 0.1567 -0.1213 -0.2767
C 7.713978 0.059420 1.053766 -0.2159 0.1221 0.1998
C 6.782378 0.996620 0.284966 0.1242 -0.1813 -0.1609
C 5.985878 0.215620 -0.758534 0.3109 0.7438 -0.1376
H 6.879878 -2.265780 -0.108734 -0.1018 -0.0409 -0.0091
H 5.551178 -2.643280 1.007666 0.0119 0.0468 -0.0867
H 7.571378 -1.769480 2.210866 0.0013 -0.0079 0.0584
H 6.199678 -0.674580 2.413966 -0.0297 -0.0284 0.0445
H 8.455678 -0.359480 0.371466 0.0978 -0.0087 -0.0141
H 8.248678 0.617520 1.822266 0.0524 -0.0221 -0.0452
H 7.355578 1.767820 -0.228834 -0.0214 0.0716 0.0232
H 6.098778 1.489420 0.979666 -0.0491 0.0456 -0.0083
H 6.660878 -0.178780 -1.523634 -0.0793 -0.0116 -0.0110
H 5.238578 0.845520 -1.243134 0.0569 -0.0805 -0.0282
O -0.837722 1.095120 -0.137034 1.0017 -0.3853 0.1700
S -2.269722 1.493420 -0.374334 -0.6255 1.0301 -0.0081
C -2.801422 2.288720 1.210366 0.0753 -0.2004 -0.4719
C -1.974322 3.458420 1.615266 0.1267 0.1653 0.0116
C -0.624522 3.305220 1.925166 -0.0376 -0.0326 0.0270
C 0.124178 4.399620 2.317166 0.0172 0.0854 0.0049
C -0.462822 5.652320 2.411466 -0.0158 -0.0248 -0.0079
C -1.804822 5.809220 2.104866 0.0653 0.1039 0.0009
C -2.554722 4.722020 1.696166 0.0415 -0.2544 0.0298
C -2.095322 2.996920 -1.422934 -0.1024 -0.4151 0.1568
C -3.442722 3.500420 -1.820334 -0.2444 0.0251 0.0409
C -3.800322 4.823620 -1.588534 0.0945 -0.1343 -0.0041
C -5.044822 5.285420 -1.977734 -0.0815 -0.0024 -0.0432
C -5.944322 4.425820 -2.588934 0.0147 -0.0145 0.0150
C -5.601222 3.098820 -2.805134 -0.0961 0.0539 -0.0270
C -4.355222 2.637820 -2.424534 0.0936 0.1062 0.0451
H -2.740422 1.478820 1.938566 -0.0913 -0.1162 -0.0948
H -3.842122 2.569320 1.054866 -0.1014 -0.0990 0.0085
H -0.164122 2.330220 1.847966 -0.0294 -0.0433 0.0884
H 1.167778 4.278420 2.562966 0.1274 -0.0113 0.0280
H 0.121578 6.500120 2.731366 0.0594 0.1018 0.0385
H -2.270322 6.778020 2.190966 -0.0422 0.1274 -0.0022
H -3.601622 4.843320 1.459266 -0.1190 0.0227 -0.0159
H -1.522022 2.658320 -2.288034 0.0325 -0.1170 0.1306
H -1.514022 3.733520 -0.869434 0.0509 -0.0947 0.0778
H -3.096022 5.491920 -1.114734 0.0730 0.0718 0.0426
H -5.309622 6.316920 -1.804234 -0.0468 0.0956 -0.0074
H -6.910622 4.789020 -2.899434 -0.1257 0.0380 -0.0170
H -6.304722 2.426620 -3.272634 -0.0618 -0.0368 -0.0507
H -4.082522 1.604420 -2.593134 -0.0119 -0.0868 -0.0722
```
Forces are in eV/Å.

Values from the calculation:
energy relative to the best compared isomer or geometry (same formula, charge and spin) = 0.0 kcal per mole
net charge = +2
spin multiplicity = 5

=====

Number 1: energy -2901.3410 a.u.. Number 2: energy -2509.8988 a.u..